Entry from OMol25: a cluster of 2 separate species, H2IO in total in a non-equilibrium geometry (the ωB97M-V functional and the def2-TZVPD basis).

Geometry (Å):
O 2.1292 2.1922 -1.7652
H 1.4522 1.5344 -1.4874
H 1.7579 2.6016 -2.5794
I -0.6443 -0.6756 0.5817

Its gap between HOMO and LUMO is 7.08 eV. Its charge is -1. Its energy above the lowest of the compared OMol25 structures with the same formula, charge and spin is 23.3 kJ/mol. The value obtained for the maximum force is 1.2 eV/A. For the LUMO energy, the calculation gives 3.7 eV.

Partial charges, Löwdin, in e: -0.115 0.016 0.034 -0.935